Entry 1:
Here is an isolated molecule of C4H12N2O in a non-equilibrium geometry from OMol25. Energies are from ωB97M-V with the def2-TZVPD basis set.

Properties
**Gap between HOMO and LUMO**: 9.493 eV
**SMILES**: CNCCNCO
**Electronic energy**: -344.2762 hartree

```
19
Properties=species:S:1:pos:R:3:mulliken_charge:R:1
C -0.987 -0.332 -0.604 -0.4894
N -0.461 1.035 -0.568 -0.3018
C -0.445 1.771 0.692 -0.4084
O -1.796 2.310 0.795 -0.5310
C 0.275 -1.188 -1.081 -0.7346
N 1.517 -1.197 -0.276 -0.2193
C 1.751 -2.208 0.788 -0.8407
H -1.731 -0.287 -1.375 0.2948
H -1.336 -0.642 0.375 0.3455
H 0.466 1.222 -0.888 0.2571
H -0.156 1.159 1.536 0.2942
H 0.180 2.675 0.649 0.3148
H -2.300 1.907 1.474 0.2885
H -0.106 -2.277 -1.297 0.3074
H 0.460 -0.838 -2.199 0.3424
H 2.374 -1.028 -0.881 0.2358
H 0.828 -2.460 1.364 0.2816
H 2.512 -1.884 1.599 0.2565
H 2.229 -3.136 0.426 0.3066
```

---

Entry 2:
Here is a structure of composition C16H21N4NiO10S from OMol25. Energies are from ωB97M-V with the def2-TZVPD basis set.

Properties
**Multiplicity**: 3
**Gap between HOMO and LUMO (alpha / beta)**: 7.971 / 8.051 eV
**Electronic energy**: -3500.2774 hartree
**Total charge**: -1

```
53
Properties=species:S:1:pos:R:3:mulliken_charge:R:1
Ni -0.295 -0.331 0.543 0.7884
C -3.123 1.361 -2.101 -1.8426
C -2.683 0.803 -0.767 2.5017
C -3.544 1.307 0.384 -1.9230
O -1.298 1.191 -0.540 -0.5828
C -2.749 -0.737 -0.737 0.0276
O -3.587 -1.313 -1.427 -0.7018
O -1.934 -1.305 0.078 -0.6797
H -3.145 2.454 -2.058 0.4123
H -4.113 0.982 -2.350 0.3238
H -2.426 1.052 -2.882 0.3744
H -3.550 2.402 0.402 0.4399
H -3.157 0.948 1.338 0.3972
H -4.568 0.955 0.252 0.4497
H -1.275 1.868 0.152 0.4521
O -0.636 1.749 4.055 -0.7137
C -0.121 1.101 3.157 0.0140
O -0.616 0.973 1.968 -0.8068
C 1.223 0.445 3.431 0.2872
C 1.958 0.987 4.452 -0.4383
C 3.214 0.477 4.779 -0.4482
C 3.735 -0.594 4.102 -0.2038
C 3.003 -1.175 3.083 -0.4016
C 1.721 -0.674 2.675 0.5479
O 1.062 -1.200 1.721 -0.2616
N 3.626 -2.346 2.450 0.8758
O 4.780 -2.618 2.748 -0.6676
O 2.984 -3.010 1.653 -0.6513
N 3.992 1.080 5.860 1.0581
O 3.527 2.054 6.426 -0.6499
O 5.076 0.592 6.137 -0.6562
H 1.537 1.813 5.008 0.5782
H 4.699 -0.994 4.366 0.6364
C 0.568 -5.528 1.105 -1.3865
C -0.128 -4.207 0.823 -0.0294
N 0.620 -3.396 -0.146 -0.0853
C 0.135 -2.712 -1.191 0.6760
S 0.773 -1.148 -1.544 -0.4674
N -0.821 -3.189 -1.990 -0.0633
C -1.445 -4.507 -2.034 -0.6204
C -2.886 -4.486 -1.535 -0.8848
H 0.053 -6.068 1.903 0.3925
H 1.599 -5.351 1.416 0.3007
H 0.589 -6.161 0.213 0.2826
H -0.200 -3.617 1.738 0.2893
H -1.139 -4.358 0.476 0.1256
H 1.407 -2.921 0.288 0.1934
H -1.236 -2.478 -2.571 0.2782
H -0.826 -5.204 -1.478 0.2058
H -1.425 -4.838 -3.073 0.3794
H -2.944 -4.215 -0.481 0.2265
H -3.349 -5.466 -1.682 0.3868
H -3.465 -3.732 -2.071 0.2647
```

---

Entry 3:
Here is a cluster of 2 separate species, C2H7NO2 in total from OMol25. Energies are from ωB97M-V with the def2-TZVPD basis set.

Properties
**Gap between HOMO and LUMO**: 10.364 eV
**SMILES**: C=O.NCO
**Electronic energy**: -285.5868 hartree

```
12
Properties=species:S:1:pos:R:3:mulliken_charge:R:1
O -2.234 1.677 2.685 -0.4012
C -1.887 1.145 1.670 0.1620
H -0.917 0.648 1.527 0.0414
H -2.545 1.126 0.778 0.1977
N 1.060 -1.467 -1.198 -0.4759
C 0.867 -0.066 -1.130 -0.0975
O 1.206 0.503 0.142 -0.5465
H 0.258 -2.069 -1.193 0.1917
H 1.912 -1.888 -0.866 0.1951
H -0.193 0.142 -1.299 0.2252
H 1.441 0.458 -1.890 0.2188
H 1.031 -0.208 0.774 0.2890
```

---

Entry 4:
Here is a structure of composition C45H37N3O4P2Sc in a non-equilibrium geometry from OMol25. Energies are from ωB97M-V with the def2-TZVPD basis set.

Properties
**Gap between HOMO and LUMO**: 7.390 eV
**Electronic energy**: -3645.4127 hartree
**Total charge**: +1

```
92
Properties=species:S:1:pos:R:3:mulliken_charge:R:1
Sc -0.388 -0.366 0.994 -1.4400
C -6.109 -0.436 -0.198 -0.5355
C -5.763 -1.557 0.546 -0.7030
C -4.437 -1.952 0.633 -0.3456
C -3.468 -1.215 -0.025 0.1626
C -3.796 -0.089 -0.759 -0.0303
C -5.126 0.294 -0.855 -0.7922
N -2.074 -1.605 0.072 0.9185
N -1.914 -2.835 0.092 -0.8049
C -0.585 -3.295 0.312 0.0637
C -0.405 -4.650 0.054 -0.5850
C 0.848 -5.201 0.256 -0.5645
C 1.870 -4.388 0.735 -0.9719
C 1.644 -3.038 0.993 0.0673
C 0.405 -2.436 0.788 1.4491
H -7.145 -0.130 -0.263 0.4194
H -6.525 -2.127 1.062 0.4156
H -4.149 -2.822 1.209 0.5057
H -3.023 0.480 -1.256 0.3133
H -5.392 1.165 -1.441 0.4603
H -1.241 -5.241 -0.302 0.4875
H 1.026 -6.250 0.056 0.4108
H 2.852 -4.811 0.914 0.4602
H 2.482 -2.446 1.349 0.2665
O -1.156 -0.584 2.909 -0.2801
C -1.943 0.109 3.599 -0.7189
C -2.608 1.280 3.180 1.0924
C -3.408 1.967 4.121 -0.5766
C -4.083 3.072 3.724 -0.7777
C -4.027 3.536 2.396 -0.3495
C -3.271 2.879 1.466 -1.0251
C -2.523 1.733 1.833 -0.2245
O -1.790 1.127 0.973 1.3181
N -4.902 3.809 4.708 1.0270
O -4.938 3.382 5.843 -0.6122
O -5.528 4.765 4.299 -0.6164
H -2.153 -0.248 4.612 0.3481
H -3.485 1.625 5.146 0.5937
H -4.601 4.415 2.131 0.5447
H -3.221 3.212 0.437 0.6019
C 1.408 1.061 3.094 -0.3042
C 1.804 -0.210 3.033 -0.6992
P 2.166 0.311 -0.299 1.3572
C 2.262 -0.109 -2.060 0.5538
C 1.728 -1.330 -2.466 -0.4777
C 1.768 -1.699 -3.808 -0.6484
C 2.341 -0.848 -4.739 -0.6571
C 2.888 0.368 -4.336 -0.7637
C 2.854 0.732 -3.002 -0.4017
C 3.892 0.651 0.194 0.8837
C 4.281 1.688 1.041 0.1850
C 5.611 1.821 1.423 -1.0100
C 6.561 0.919 0.972 -0.6538
C 6.179 -0.123 0.136 -0.6524
C 4.855 -0.261 -0.250 -1.0583
P 0.874 2.127 -0.081 1.1146
C 0.124 2.236 -1.735 1.2191
C -0.514 1.107 -2.253 -0.5192
C -1.131 1.128 -3.491 -0.7430
C -1.145 2.306 -4.228 -0.9129
C -0.544 3.445 -3.715 -0.8029
C 0.091 3.413 -2.476 -0.9045
C 1.825 3.644 0.162 -0.0183
C 1.562 4.384 1.314 -0.3732
C 2.284 5.542 1.582 -0.6217
C 3.267 5.961 0.699 -0.6352
C 3.531 5.228 -0.455 -0.8068
C 2.816 4.073 -0.720 0.4939
H 1.998 1.860 2.669 0.2027
H 0.500 1.356 3.611 0.4022
H 1.230 -1.000 3.502 0.4101
H 2.726 -0.492 2.541 0.3503
H 1.282 -1.995 -1.735 0.1922
H 1.354 -2.650 -4.120 0.4840
H 2.372 -1.132 -5.784 0.4053
H 3.340 1.029 -5.065 0.4732
H 3.288 1.674 -2.690 0.1802
H 3.565 2.419 1.390 0.1201
H 5.900 2.639 2.071 0.4642
H 7.598 1.028 1.266 0.4043
H 6.916 -0.833 -0.218 0.4441
H 4.573 -1.077 -0.904 0.4474
H -0.515 0.161 -1.717 0.1066
H -1.599 0.231 -3.877 0.5177
H -1.626 2.332 -5.197 0.4674
H -0.560 4.368 -4.280 0.4553
H 0.554 4.315 -2.095 0.4947
H 0.787 4.056 1.998 0.4049
H 2.075 6.114 2.477 0.4418
H 3.830 6.862 0.905 0.4251
H 4.300 5.555 -1.143 0.4565
H 3.035 3.499 -1.611 0.1341
```

---

Entry 5:
Here is an isolated molecule of C10H15BrSi in a non-equilibrium geometry from OMol25. Energies are from ωB97M-V with the def2-TZVPD basis set.

Properties
**Multiplicity**: 3
**Gap between HOMO and LUMO (alpha / beta)**: 5.950 / 6.961 eV
**Electronic energy**: -3253.2760 hartree

```
27
Properties=species:S:1:pos:R:3:mulliken_charge:R:1
C 1.443 -1.408 -1.464 -0.7789
C 0.147 -0.617 -1.398 0.1370
C 0.732 -2.460 -0.532 -0.2732
C -0.808 -1.723 -2.125 -0.8697
C 0.408 -1.536 0.621 0.0960
C 0.213 -0.346 0.197 -0.4071
C -0.488 -2.753 -1.384 0.0820
C -0.470 2.570 -0.643 -1.2324
C 1.325 1.634 1.957 -1.0591
C -1.812 1.275 1.813 -1.1396
Si -0.236 1.375 0.791 0.2946
Br -1.059 -4.525 -1.508 -0.1588
H 1.827 -1.984 -2.350 0.2974
H 2.227 -0.880 -1.009 0.3103
H 0.145 0.449 -1.904 0.2037
H 1.300 -3.398 -0.390 0.6258
H -1.665 -1.418 -2.657 0.4298
H 0.289 -1.860 1.681 0.3727
H -1.482 2.738 -1.105 0.2842
H -0.247 3.501 -0.112 0.3649
H 0.341 2.451 -1.261 0.4801
H 1.382 0.676 2.524 0.3399
H 2.116 2.119 1.343 0.2659
H 0.944 2.345 2.781 0.3184
H -2.765 1.818 1.429 0.2903
H -2.234 0.264 1.953 0.3389
H -1.573 1.693 2.751 0.3869
```

---

Entry 6:
Here is an isolated molecule of C2H4N2O2 in a non-equilibrium geometry from OMol25. Energies are from ωB97M-V with the def2-TZVPD basis set.

Properties
**Gap between HOMO and LUMO**: 10.443 eV
**SMILES**: NN(C=O)C=O
**Electronic energy**: -338.5400 hartree

```
10
Properties=species:S:1:pos:R:3:mulliken_charge:R:1
C 0.703 0.540 0.953 0.2443
C 0.522 -0.072 -1.324 0.2300
H -1.765 -0.064 1.223 0.3195
H -1.666 -1.143 -0.036 0.2600
H 1.741 0.802 0.413 0.1512
H 1.591 0.291 -1.178 0.1123
N -1.549 -0.124 0.143 -0.6623
N -0.166 0.143 -0.126 0.3553
O 0.301 0.582 2.095 -0.5111
O 0.290 -0.954 -2.164 -0.4994
```

---

Entry 7:
Here is a structure of composition C30H34BrF9InO29 in a non-equilibrium geometry from OMol25. Energies are from ωB97M-V with the def2-TZVPD basis set.

Properties
**Gap between HOMO and LUMO**: 6.074 eV
**Electronic energy**: -7008.5188 hartree
**Total charge**: -1

```
104
Properties=species:S:1:pos:R:3:mulliken_charge:R:1
O 3.727 1.623 4.982 -0.5797
C 2.764 1.766 4.035 0.3752
O 3.200 1.921 2.612 -0.4240
C 1.206 1.795 4.546 -0.2207
C 0.162 2.574 3.548 -0.7340
In -1.715 1.232 3.467 0.7682
Br -2.124 -0.040 5.785 -0.5959
H 3.749 1.085 2.404 0.2934
H 0.822 0.683 4.664 0.1924
H 1.160 2.280 5.628 0.2314
H -0.213 3.606 4.006 0.2179
H 0.591 2.744 2.447 0.2156
H -1.356 -0.080 2.267 -0.3038
H -3.117 2.264 3.025 -0.3810
C 3.811 0.594 -0.474 -0.3679
C 3.965 -0.887 -0.553 0.9449
O 3.005 -1.267 -1.512 -0.3159
C 2.887 -0.193 -2.342 0.6193
O 2.363 -0.233 -3.443 -0.6134
O 3.435 0.934 -1.794 -0.3075
F 3.646 -1.469 0.624 -0.3603
H 3.020 0.901 0.219 0.2551
H 4.740 1.094 -0.190 0.1942
H 4.958 -1.218 -0.876 0.0643
C -7.216 2.871 3.683 -0.3140
C -7.188 2.134 4.979 0.4279
O -5.813 1.947 5.222 -0.2284
C -5.199 3.004 4.620 0.4687
O -4.047 3.342 4.838 -0.5267
O -6.034 3.644 3.745 -0.2743
F -7.768 0.919 4.854 -0.3483
H -7.169 2.205 2.816 0.1851
H -8.097 3.511 3.587 0.2276
H -7.639 2.679 5.815 0.3053
C -10.478 -0.644 8.234 -0.3943
C -9.575 -0.074 7.194 0.3249
O -9.177 1.162 7.744 -0.2338
C -9.214 0.977 9.094 0.6015
O -8.680 1.719 9.901 -0.5404
O -9.916 -0.147 9.433 -0.3028
F -10.252 0.169 6.049 -0.2904
H -11.509 -0.288 8.142 0.2696
H -10.482 -1.737 8.227 0.2697
H -8.691 -0.685 6.983 0.2941
C -0.870 -0.515 -3.914 -0.4230
C -2.251 -0.663 -4.456 0.7350
O -3.063 -0.620 -3.305 -0.3551
C -2.377 0.152 -2.415 0.5593
O -2.870 0.644 -1.414 -0.5688
O -1.070 0.313 -2.786 -0.2773
F -2.411 -1.868 -5.046 -0.3308
H -0.437 -1.468 -3.592 0.2360
H -0.190 -0.045 -4.630 0.2682
H -2.549 0.133 -5.147 0.1345
C -1.117 -0.749 -9.476 -0.4725
C -0.585 -1.123 -8.135 0.3508
O -0.999 -0.060 -7.308 -0.1902
C -2.150 0.402 -7.873 0.6381
O -2.948 1.129 -7.305 -0.5517
O -2.306 -0.057 -9.152 -0.3153
F 0.766 -1.155 -8.144 -0.2959
H -0.446 -0.080 -10.026 0.2832
H -1.329 -1.622 -10.098 0.2799
H -0.978 -2.068 -7.744 0.2839
C 3.511 -5.549 -3.114 -0.4848
C 4.413 -4.979 -4.154 0.3736
O 4.811 -3.744 -3.604 -0.1996
C 4.774 -3.929 -2.254 0.7045
O 5.308 -3.186 -1.447 -0.6621
O 4.072 -5.053 -1.915 -0.2945
F 3.736 -4.736 -5.299 -0.2991
H 2.479 -5.193 -3.206 0.2797
H 3.506 -6.642 -3.121 0.2792
H 5.297 -5.590 -4.365 0.2294
C 9.519 -3.914 -0.507 -0.3832
C 9.673 -5.394 -0.586 0.2721
O 8.713 -5.775 -1.545 -0.2936
C 8.595 -4.700 -2.375 0.6094
O 8.071 -4.740 -3.476 -0.5887
O 9.143 -3.573 -1.826 -0.1813
F 9.353 -5.976 0.591 -0.2961
H 8.728 -3.607 0.186 0.2474
H 10.448 -3.413 -0.222 0.3183
H 10.666 -5.725 -0.908 0.2933
C 9.306 1.373 0.610 -0.4811
C 10.133 0.816 -0.498 0.2778
O 9.501 -0.409 -0.796 -0.2358
C 8.190 -0.219 -0.478 0.5567
O 7.284 -0.947 -0.847 -0.4122
O 8.013 0.893 0.300 -0.2670
F 11.391 0.555 -0.077 -0.2990
H 9.606 0.997 1.594 0.2948
H 9.323 2.466 0.633 0.2667
H 10.162 1.443 -1.395 0.2776
C -7.737 4.995 -1.190 -0.4639
C -7.137 5.529 0.066 0.3224
O -8.089 5.199 1.052 -0.2688
C -8.696 4.068 0.594 0.6885
O -9.377 3.329 1.286 -0.5410
O -8.442 3.859 -0.734 -0.3028
F -7.027 6.875 0.014 -0.2933
H -8.439 5.696 -1.655 0.2722
H -6.979 4.717 -1.927 0.2769
H -6.169 5.086 0.325 0.3304
```

---

Entry 8:
Here is an isolated molecule of C2H5Cl3NP in a non-equilibrium geometry from OMol25. Energies are from ωB97M-V with the def2-TZVPD basis set.

Properties
**Gap between HOMO and LUMO**: 10.171 eV
**SMILES**: NPCC(Cl)(Cl)Cl
**Electronic energy**: -1855.8423 hartree

```
12
Properties=species:S:1:pos:R:3:mulliken_charge:R:1
C -0.370 0.055 0.688 -0.9357
C -1.741 0.361 -0.431 0.3433
N 1.916 0.064 -0.434 -0.5884
P 0.819 -1.226 -0.062 0.1283
Cl -2.570 1.698 0.426 -0.1370
Cl -1.307 0.930 -2.069 -0.1326
Cl -2.651 -1.158 -0.657 -0.1182
H -0.872 -0.213 1.563 0.5407
H 0.383 0.868 0.709 0.3999
H 2.648 0.187 0.326 0.2533
H 2.376 -0.029 -1.292 0.2297
H 1.368 -1.537 1.233 0.0168
```

---

Entry 9:
Here is a structure of composition C17H42Cl3GeN2O6P2Pt in a non-equilibrium geometry from OMol25. Energies are from ωB97M-V with the def2-TZVPD basis set.

Properties
**Multiplicity**: 4
**Gap between HOMO and LUMO (alpha / beta)**: 8.568 / 6.045 eV
**Electronic energy**: -5493.0585 hartree
**Total charge**: +2

```
74
Properties=species:S:1:pos:R:3:mulliken_charge:R:1
Pt 10.729 9.422 7.018 2.9495
C 17.684 10.515 9.011 -1.4726
C 17.228 11.078 7.675 1.1161
C 18.269 11.131 6.609 -1.4936
O 16.134 10.237 7.144 -0.2462
P 14.594 10.055 7.461 0.0327
O 13.870 9.603 6.263 -0.7500
C 14.006 11.678 8.026 -0.5583
P 12.320 12.316 7.850 -0.6235
O 11.274 11.418 7.224 -0.7244
O 12.378 13.700 7.132 -0.0755
C 12.358 14.129 5.700 0.4719
C 12.107 12.902 4.795 -1.1194
C 13.705 14.790 5.462 -1.3965
O 11.915 12.587 9.340 -0.3318
C 11.603 13.838 10.154 0.5249
C 10.234 14.326 9.834 -1.0227
C 12.731 14.809 9.936 -1.3057
O 14.398 9.091 8.747 0.0982
C 15.222 7.904 9.141 1.0027
C 14.805 6.814 8.213 -1.1482
C 14.925 7.626 10.589 -1.5629
H 18.401 11.160 9.456 0.4881
H 18.146 9.555 8.840 0.3734
H 16.889 10.387 9.778 0.2467
H 16.861 12.100 7.904 0.0746
H 18.592 10.167 6.181 0.3216
H 19.227 11.598 6.971 0.3882
H 17.976 11.713 5.724 0.3644
H 14.662 12.346 7.494 0.3571
H 14.141 11.740 9.085 0.5502
H 11.522 14.842 5.635 0.2829
H 12.911 12.166 4.840 0.3371
H 12.097 13.368 3.794 0.5009
H 11.150 12.432 4.964 0.0573
H 14.503 14.082 5.486 0.3259
H 13.843 15.578 6.236 0.3364
H 13.781 15.274 4.469 0.4400
H 11.690 13.421 11.157 0.2831
H 10.156 14.474 8.729 0.1988
H 10.066 15.309 10.311 0.4324
H 9.495 13.570 10.112 0.2794
H 12.733 15.153 8.891 0.2181
H 13.700 14.421 10.217 0.3632
H 12.550 15.731 10.504 0.4620
H 16.282 8.142 9.044 -0.0341
H 13.732 6.699 8.057 0.0837
H 15.189 5.872 8.627 0.4445
H 15.192 6.997 7.197 0.3567
H 13.886 7.299 10.703 0.3185
H 15.178 8.452 11.255 0.3695
H 15.565 6.825 10.901 0.4661
N 9.266 9.927 5.400 -0.8458
C 8.044 10.709 5.642 -0.5751
C 6.843 10.075 6.407 -0.6579
C 7.224 9.611 7.840 -0.6093
C 8.226 10.447 8.748 -0.3296
N 9.578 9.883 8.964 -0.6095
H 9.879 10.403 4.724 0.3450
H 9.203 8.956 5.091 0.3186
H 7.688 11.121 4.707 0.5214
H 8.359 11.569 6.248 0.1314
H 6.363 9.294 5.779 0.3316
H 6.118 10.935 6.564 0.3227
H 7.577 8.579 7.802 0.2002
H 6.288 9.506 8.438 0.4045
H 7.733 10.590 9.769 0.4267
H 8.364 11.428 8.269 0.1788
H 9.639 8.998 9.451 0.4014
H 10.201 10.498 9.471 0.1372
Cl 9.747 7.304 7.019 -0.3699
Ge 11.537 7.355 5.528 0.7278
Cl 10.713 7.216 3.396 -0.2680
Cl 12.352 5.278 5.760 -0.2337
```